1.
Entry from OMol25: C6H7N2O4S as an isolated structure in a non-equilibrium geometry (ωB97M-V with the def2-TZVPD basis set).

The electronic energy is -1041.4602 hartree. As for the LUMO energy: 3.4895 eV. The HOMO energy comes out at -4.921 eV. The spin multiplicity is 1. The net charge is -1. The largest force on an atom comes out at 4.3 eV Å⁻¹. The value obtained for the molecular weight is 203.2 g mol⁻¹.

Positions of all 20 atoms, in Å:
C (-0.813, -1.050, -0.546)
C (2.758, -0.646, 0.283)
C (1.522, 0.460, -1.498)
C (-1.273, 0.095, 0.420)
C (1.631, -0.897, -0.850)
C (0.167, 0.344, 0.844)
N (0.495, -1.131, -0.060)
N (-2.274, -0.274, 1.425)
O (2.516, 0.379, 0.990)
O (-1.510, -1.721, -1.316)
O (3.765, -1.303, 0.340)
O (0.012, 2.309, -0.725)
S (1.090, 1.616, -0.055)
H (2.354, 0.942, -2.005)
H (0.750, 0.618, -2.262)
H (-1.652, 1.124, -0.131)
H (1.793, -1.673, -1.517)
H (0.480, 0.380, 1.985)
H (-2.005, 0.291, 2.206)
H (-2.107, -1.242, 1.593)

---

2.
Entry from OMol25: C46H58Li2O22S as an isolated structure in a non-equilibrium geometry (ωB97M-V with the def2-TZVPD basis set).

The electronic energy is -3855.8106 hartree. As for the LUMO energy: -0.0838 eV. The HOMO energy comes out at -7.317 eV. The spin multiplicity is 1. The largest force on an atom comes out at 14.1 eV Å⁻¹. The value obtained for the molecular weight is 1008.9 g mol⁻¹.

Positions of all 129 atoms, in Å:
Li (-0.373, -3.622, 0.751)
Li (-2.671, 1.236, -1.276)
S (-0.508, -0.544, 0.348)
O (0.616, -0.772, -0.546)
O (-0.198, 0.583, 1.205)
O (-1.627, -0.239, -0.521)
O (-0.812, -1.802, 0.970)
C (-2.604, 3.901, 0.211)
O (-2.418, 2.536, 0.365)
H (-3.035, 4.203, 1.042)
H (-3.308, 4.134, -0.471)
H (-1.570, 4.447, -0.069)
H (-1.609, 2.466, 0.899)
C (-1.290, 2.494, -2.897)
O (-2.696, 2.098, -3.098)
H (-0.707, 1.644, -2.383)
H (-1.364, 3.204, -2.267)
H (-0.834, 2.721, -3.925)
H (-2.894, 1.991, -3.877)
C (-2.917, -5.154, 0.971)
O (-2.225, -4.329, 0.178)
H (-2.394, -5.596, 1.773)
H (-3.716, -5.910, 0.408)
H (-3.715, -4.647, 1.384)
H (-2.665, -3.696, -0.258)
C (1.667, -0.460, 3.844)
O (1.587, 0.674, 3.122)
H (2.681, -0.739, 4.198)
H (1.299, -1.438, 3.361)
H (1.310, -0.221, 4.846)
H (1.051, 0.609, 2.283)
C (2.186, 1.637, -2.467)
C (2.414, 2.875, -3.158)
C (2.635, 2.896, -4.553)
C (2.503, 1.737, -5.244)
C (2.223, 0.459, -4.629)
C (1.996, 0.475, -3.239)
O (1.778, -0.813, -2.820)
O (2.951, 4.018, -5.124)
H (2.102, 1.709, -1.520)
H (2.395, 3.639, -2.572)
H (2.600, 1.658, -6.360)
H (1.981, -0.377, -5.186)
H (1.237, -0.721, -1.918)
H (3.804, 3.822, -5.477)
C (-1.537, -2.275, -3.310)
C (-1.269, -2.841, -4.473)
C (-1.806, -4.055, -4.958)
C (-2.719, -4.746, -4.094)
C (-3.190, -3.960, -3.011)
C (-2.575, -2.787, -2.540)
O (-2.954, -2.045, -1.511)
O (-1.640, -4.655, -6.197)
H (-1.345, -1.275, -3.074)
H (-0.345, -2.687, -5.127)
H (-3.164, -5.775, -4.314)
H (-4.133, -4.234, -2.409)
H (-2.423, -1.308, -1.285)
H (-1.664, -5.742, -6.280)
C (5.484, -1.211, -0.397)
C (6.650, -0.508, -0.029)
C (6.503, 0.645, 0.619)
C (5.187, 1.267, 1.005)
C (4.116, 0.614, 0.553)
C (4.260, -0.697, 0.046)
O (3.133, -1.522, -0.014)
O (7.644, 1.412, 0.892)
H (5.580, -2.215, -0.801)
H (7.582, -0.928, -0.675)
H (4.985, 2.328, 1.349)
H (3.175, 0.822, 0.931)
H (2.408, -1.190, -0.467)
H (8.535, 1.037, 0.724)
C (2.660, -4.235, -2.268)
C (3.181, -5.206, -3.203)
C (2.409, -6.328, -3.542)
C (1.032, -6.404, -3.014)
C (0.584, -5.436, -2.078)
C (1.356, -4.378, -1.807)
O (0.913, -3.401, -0.975)
O (2.807, -7.221, -4.385)
H (3.175, -3.387, -2.008)
H (4.143, -4.931, -3.736)
H (0.561, -7.280, -3.062)
H (-0.499, -5.471, -1.757)
H (1.196, -2.530, -1.277)
H (3.781, -7.609, -4.220)
C (-4.247, -1.939, 2.766)
C (-5.368, -1.337, 3.255)
C (-5.489, -1.028, 4.613)
C (-4.363, -1.099, 5.485)
C (-3.217, -1.739, 4.883)
C (-3.020, -2.037, 3.584)
O (-1.896, -2.390, 3.061)
O (-6.626, -0.728, 5.293)
H (-4.095, -2.471, 1.858)
H (-6.320, -1.455, 2.590)
H (-4.471, -0.639, 6.471)
H (-2.379, -1.789, 5.503)
H (-1.699, -2.062, 2.255)
H (-7.476, -0.949, 4.961)
C (1.389, 5.027, -0.376)
C (2.186, 6.062, 0.147)
C (2.662, 6.222, 1.467)
C (2.805, 4.969, 2.196)
C (1.976, 3.830, 1.840)
C (1.282, 3.822, 0.585)
O (0.596, 2.809, 0.133)
O (3.376, 7.214, 1.869)
H (0.973, 4.979, -1.249)
H (2.339, 6.819, -0.601)
H (3.380, 5.044, 3.106)
H (2.038, 3.129, 2.494)
H (0.401, 1.959, 0.847)
H (3.584, 7.678, 1.029)
C (-3.448, 2.598, 4.145)
C (-3.917, 3.725, 4.712)
C (-3.113, 4.900, 4.788)
C (-1.720, 4.861, 4.341)
C (-1.214, 3.613, 3.955)
C (-2.086, 2.460, 3.751)
O (-1.560, 1.252, 3.325)
O (-3.673, 6.061, 5.154)
H (-3.989, 1.600, 4.137)
H (-4.905, 3.610, 5.067)
H (-1.091, 5.720, 4.372)
H (-0.258, 3.444, 3.725)
H (-0.891, 1.163, 2.742)
H (-3.070, 6.638, 5.632)

---

3.
Entry from OMol25: C23H26Cl2N4O7PtS3 as an isolated structure (ωB97M-V with the def2-TZVPD basis set).

The electronic energy is -3872.0145 hartree. As for the LUMO energy (alpha / beta): 4.0725 / 4.0720 eV. The HOMO energy (alpha / beta) comes out at -0.814 / -2.518 eV. The spin multiplicity is 3. The net charge is -2. The largest force on an atom comes out at 0.8 eV Å⁻¹. The value obtained for the molecular weight is 832.7 g mol⁻¹.

Positions of all 66 atoms, in Å:
Pt (-0.419, 0.377, -0.190)
C (2.440, 3.153, -2.003)
C (1.411, 4.066, -1.401)
C (0.799, 5.069, -2.133)
C (-0.125, 5.916, -1.533)
Cl (-0.893, 7.164, -2.490)
C (-0.445, 5.784, -0.201)
C (0.155, 4.774, 0.546)
C (1.059, 3.906, -0.050)
O (1.675, 2.895, 0.589)
C (1.415, 2.713, 1.966)
C (0.190, 1.903, 2.474)
O (-0.036, 2.140, 3.665)
O (-0.405, 1.001, 1.796)
H (2.415, 3.204, -3.093)
H (2.267, 2.125, -1.689)
H (3.441, 3.422, -1.655)
H (1.035, 5.180, -3.185)
H (-1.171, 6.444, 0.254)
H (-0.124, 4.652, 1.585)
H (1.389, 3.677, 2.472)
H (2.272, 2.154, 2.340)
C (-1.781, -4.640, -0.510)
C (-2.879, -4.208, 0.470)
C (-2.712, -2.690, 0.461)
O (-1.312, -2.488, 0.406)
C (-0.726, -3.526, -0.368)
H (-2.180, -4.662, -1.528)
H (-1.369, -5.623, -0.279)
H (-2.695, -4.607, 1.471)
H (-3.873, -4.506, 0.143)
H (-3.080, -2.191, 1.354)
H (-3.203, -2.252, -0.413)
H (0.164, -3.869, 0.164)
H (-0.407, -3.138, -1.340)
O (3.556, -0.698, -1.049)
S (2.555, -1.411, -0.147)
N (1.328, -0.479, 0.218)
Cl (-3.639, 0.842, 0.285)
C (-2.093, 1.596, -0.305)
H (-1.964, 2.408, 0.401)
H (-2.329, 2.017, -1.278)
N (-6.048, -5.460, -3.596)
C (-5.515, -4.158, -3.665)
C (-4.692, -3.791, -4.726)
C (-4.213, -2.493, -4.819)
C (-4.550, -1.565, -3.846)
C (-5.373, -1.918, -2.786)
C (-5.862, -3.209, -2.704)
S (-3.851, 0.068, -3.889)
O (-4.882, 0.957, -3.429)
O (-3.380, 0.264, -5.247)
N (-2.688, 0.000, -2.804)
C (-1.414, -0.264, -3.083)
S (-0.798, -0.684, -4.705)
C (0.803, -0.842, -4.072)
C (0.816, -0.558, -2.765)
N (-0.406, -0.244, -2.185)
H (-5.479, -6.152, -4.054)
H (-6.298, -5.745, -2.664)
H (-4.425, -4.529, -5.477)
H (-3.571, -2.185, -5.635)
H (-5.619, -1.167, -2.042)
H (-6.512, -3.494, -1.884)
H (1.641, -1.105, -4.699)
H (1.719, -0.536, -2.175)

---

4.
Entry from OMol25: C39H47CoN6O4SeSi as an isolated structure (ωB97M-V with the def2-TZVPD basis set).

The electronic energy is -6217.7146 hartree. As for the LUMO energy (alpha / beta): 2.0959 / 2.0973 eV. The HOMO energy (alpha / beta) comes out at -4.569 / -4.404 eV. The spin multiplicity is 2. The net charge is -1. The largest force on an atom comes out at 0.6 eV Å⁻¹. The value obtained for the molecular weight is 829.8 g mol⁻¹.

Positions of all 99 atoms, in Å:
Co (-0.852, -0.659, -0.241)
C (-3.838, -0.862, -0.435)
C (-4.083, 0.363, 0.404)
C (-5.382, 0.857, 0.453)
C (-5.707, 1.991, 1.177)
C (-4.686, 2.672, 1.819)
C (-3.370, 2.225, 1.788)
C (-2.314, 3.098, 2.406)
C (-3.055, 1.007, 1.131)
N (-1.743, 0.550, 1.077)
C (-0.958, 0.619, 2.168)
O (-1.310, 0.706, 3.346)
C (0.526, 0.647, 1.846)
C (1.385, 1.043, 2.854)
C (2.734, 1.146, 2.564)
C (3.155, 0.875, 1.280)
C (2.230, 0.482, 0.312)
N (0.930, 0.347, 0.600)
C (2.801, 0.258, -1.092)
O (3.988, 0.624, -1.249)
N (2.015, -0.344, -1.954)
C (2.589, -0.682, -3.189)
C (3.455, -1.784, -3.294)
C (3.849, -2.527, -2.051)
C (3.933, -2.164, -4.541)
C (3.575, -1.473, -5.690)
C (2.719, -0.388, -5.584)
C (2.219, 0.010, -4.349)
C (1.276, 1.172, -4.233)
H (-4.643, -0.971, -1.168)
H (-3.807, -1.770, 0.166)
H (-2.899, -0.810, -0.993)
H (-6.154, 0.329, -0.098)
H (-6.726, 2.355, 1.211)
H (-4.901, 3.597, 2.344)
H (-2.680, 4.124, 2.481)
H (-1.404, 3.093, 1.801)
H (-2.029, 2.744, 3.398)
H (0.969, 1.246, 3.830)
H (3.445, 1.441, 3.328)
H (4.183, 0.964, 0.963)
H (2.965, -2.909, -1.534)
H (4.363, -1.855, -1.360)
H (4.510, -3.362, -2.290)
H (4.601, -3.017, -4.609)
H (3.953, -1.781, -6.658)
H (2.426, 0.161, -6.474)
H (0.912, 1.478, -5.218)
H (1.762, 2.029, -3.757)
H (0.435, 0.888, -3.602)
C (-3.020, -0.992, -3.690)
N (-2.743, -2.385, -3.400)
C (-1.657, -2.840, -2.727)
Se (-0.157, -1.826, -2.208)
N (-1.773, -4.184, -2.682)
C (-2.921, -4.609, -3.325)
C (-3.474, -5.861, -3.537)
C (-4.669, -5.912, -4.237)
C (-5.292, -4.751, -4.702)
C (-4.741, -3.498, -4.481)
C (-3.544, -3.449, -3.785)
H (-2.130, -0.416, -3.440)
H (-3.859, -0.644, -3.088)
H (-3.251, -0.883, -4.750)
H (-1.087, -4.746, -2.205)
H (-2.993, -6.759, -3.173)
H (-5.132, -6.872, -4.424)
H (-6.225, -4.832, -5.243)
H (-5.226, -2.597, -4.832)
C (-0.935, -4.259, 0.463)
Si (-0.839, -2.488, 1.171)
C (-2.223, -2.519, 2.478)
C (0.773, -2.551, 2.173)
H (-0.925, -4.966, 1.299)
H (-0.067, -4.471, -0.171)
H (-1.853, -4.436, -0.102)
H (-1.955, -3.217, 3.279)
H (-3.174, -2.860, 2.061)
H (-2.378, -1.537, 2.928)
H (0.848, -3.507, 2.704)
H (0.812, -1.754, 2.918)
H (1.648, -2.447, 1.526)
O (-0.546, 2.804, -0.611)
C (-1.294, 2.235, -1.533)
O (-1.425, 1.039, -1.656)
C (-1.995, 3.209, -2.483)
N (-1.907, 4.576, -1.943)
C (-3.247, 4.979, -1.455)
C (-4.052, 3.681, -1.410)
C (-3.486, 2.890, -2.586)
H (-1.470, 3.121, -3.436)
H (-1.541, 5.224, -2.623)
H (-0.701, 3.770, -0.738)
H (-3.707, 5.692, -2.147)
H (-3.173, 5.455, -0.477)
H (-5.124, 3.858, -1.481)
H (-3.868, 3.143, -0.477)
H (-3.880, 3.263, -3.535)
H (-3.673, 1.820, -2.519)

---

5.
Entry from OMol25: a 8-piece molecular cluster, C22H43O16S3 overall in a non-equilibrium geometry (ωB97M-V with the def2-TZVPD basis set).

The electronic energy is -3262.4293 hartree. As for the LUMO energy: 1.8624 eV. The HOMO energy comes out at -6.169 eV. The spin multiplicity is 1. The net charge is -1. The largest force on an atom comes out at 4.5 eV Å⁻¹. The value obtained for the molecular weight is 659.8 g mol⁻¹.

Positions of all 84 atoms, in Å:
O (-0.454, 0.039, -0.072)
H (0.276, -0.142, -0.696)
C (1.536, -1.479, 2.803)
C (1.164, -2.912, 2.416)
C (0.545, -3.036, 1.048)
O (1.304, -4.090, 0.418)
C (2.376, -4.368, 1.144)
O (3.258, -5.186, 0.902)
O (2.407, -3.606, 2.252)
H (2.114, -1.423, 3.725)
H (0.716, -0.767, 2.893)
H (2.280, -1.089, 2.108)
H (0.627, -3.401, 3.229)
H (0.646, -2.043, 0.609)
H (-0.519, -3.236, 1.175)
C (-4.347, -1.250, 0.638)
C (-3.241, -1.705, 1.636)
C (-2.437, -0.613, 2.338)
O (-2.431, -1.073, 3.748)
C (-3.201, -2.100, 3.913)
O (-3.392, -2.679, 4.956)
O (-3.800, -2.424, 2.705)
H (-4.939, -0.606, 1.288)
H (-4.894, -2.074, 0.179)
H (-3.867, -0.726, -0.188)
H (-2.524, -2.389, 1.182)
H (-2.784, 0.407, 2.172)
H (-1.414, -0.739, 1.984)
C (2.291, 2.491, -2.785)
C (1.113, 1.924, -3.664)
C (-0.202, 1.468, -2.935)
O (-1.161, 2.078, -3.765)
C (-0.588, 2.931, -4.691)
O (-1.216, 3.638, -5.454)
O (0.719, 2.894, -4.531)
H (2.496, 1.830, -1.943)
H (2.133, 3.515, -2.448)
H (3.227, 2.482, -3.344)
H (1.482, 1.107, -4.284)
H (-0.091, 1.698, -1.875)
H (-0.186, 0.381, -3.019)
C (0.479, 3.546, 1.322)
C (1.032, 2.168, 1.825)
C (2.254, 1.591, 1.064)
O (3.202, 1.442, 2.108)
C (2.710, 1.812, 3.301)
O (3.210, 1.502, 4.409)
O (1.497, 2.339, 3.153)
H (0.073, 3.375, 0.326)
H (1.301, 4.260, 1.270)
H (-0.416, 3.787, 1.895)
H (0.257, 1.407, 1.736)
H (2.612, 2.295, 0.313)
H (1.911, 0.764, 0.443)
C (-2.480, 2.397, 0.224)
S (-4.103, 3.202, 0.611)
O (-4.931, 2.236, 1.463)
C (-3.576, 4.627, 1.697)
H (-1.986, 2.073, 1.140)
H (-1.889, 3.086, -0.380)
H (-2.704, 1.561, -0.439)
H (-2.844, 5.214, 1.143)
H (-3.190, 4.250, 2.644)
H (-4.476, 5.195, 1.935)
C (3.678, -0.597, -1.055)
S (4.430, -2.245, -0.777)
O (4.194, -3.095, -2.062)
C (6.202, -1.780, -1.010)
H (4.044, -0.138, -1.973)
H (3.899, 0.121, -0.264)
H (2.613, -0.705, -1.259)
H (6.677, -1.747, -1.991)
H (6.829, -2.435, -0.406)
H (6.301, -0.834, -0.477)
C (-2.611, -1.454, -3.601)
S (-3.108, -2.761, -2.373)
O (-3.525, -3.900, -3.302)
C (-1.442, -3.143, -1.789)
H (-2.260, -0.560, -3.086)
H (-3.475, -1.095, -4.159)
H (-1.875, -1.838, -4.308)
H (-1.068, -2.190, -1.414)
H (-0.937, -3.560, -2.660)
H (-1.532, -3.899, -1.008)

---

6.
Entry from OMol25: a 2-piece molecular cluster, C5H11NO overall (ωB97M-V with the def2-TZVPD basis set).

The SMILES is CNC(C)=O.C=C. The electronic energy is -327.0848 hartree. As for the LUMO energy: 0.8949 eV. The HOMO energy comes out at -9.444 eV. The spin multiplicity is 1. The largest force on an atom comes out at 0.3 eV Å⁻¹. The value obtained for the molecular weight is 101.1 g mol⁻¹.

Positions of all 18 atoms, in Å:
C (-2.766, 0.318, -0.910)
C (-2.543, -0.789, -0.207)
N (0.326, 0.337, 0.245)
C (0.782, 0.818, 1.528)
C (1.032, -0.382, -0.672)
O (0.475, -0.929, -1.615)
C (2.534, -0.418, -0.487)
H (-3.430, 1.104, -0.558)
H (-2.265, 0.476, -1.863)
H (-0.667, 0.353, 0.063)
H (-1.841, -1.536, -0.573)
H (-3.004, -0.964, 0.762)
H (1.168, 0.015, 2.170)
H (1.554, 1.590, 1.428)
H (-0.078, 1.261, 2.040)
H (2.965, -1.013, -1.292)
H (2.827, -0.843, 0.479)
H (2.933, 0.601, -0.538)